C46H50GeN6OReS | wB97M-V/def2-TZVPD

Each line ends with the Löwdin spin population.
Element x y z (Å)
Re (-1.327835, -0.248042, -0.847513)  0.4940
C (-1.594169, -0.434529, 4.198264)  0.0042
C (-0.061651, -0.593126, 4.219030)  0.0125
N (0.696109, 0.011782, 3.122817)  0.1072
C (0.463638, 0.151501, 1.839460)  0.1560
S (-0.240639, -1.195567, 0.973783)  0.0429
N (0.362096, 2.171917, 0.484111)  0.0842
N (-0.804650, 1.715258, -0.017813)  -0.0853
C (-1.794920, 2.659814, -0.029682)  -0.0596
C (-1.582147, 4.158927, 0.287695)  -0.0084
C (-2.934143, 2.232888, -0.718016)  -0.0420
C (-4.006091, 3.139009, -1.027614)  -0.0182
C (-5.045424, 2.731104, -1.820261)  -0.0202
C (-4.961213, 1.444827, -2.388564)  -0.0405
C (-3.849032, 0.632655, -2.218891)  -0.0032
N (-2.885495, 0.973762, -1.304064)  -0.0537
H (-2.064344, -0.956945, 5.017563)  0.0003
H (-1.916862, -0.830718, 3.215843)  0.0004
H (-1.941673, 0.626614, 4.286313)  0.0002
H (0.185453, -1.685475, 4.237499)  0.0047
H (0.297058, -0.107462, 5.149380)  0.0003
H (1.295997, 0.777809, 3.481585)  0.0017
H (-1.285562, 4.249006, 1.352227)  -0.0022
H (-2.600188, 4.621186, 0.238279)  0.0003
H (-0.842898, 4.587972, -0.392412)  -0.0027
H (-3.975705, 4.124396, -0.492680)  -0.0002
H (-5.862258, 3.417388, -2.020544)  -0.0006
H (-5.689365, 1.038715, -3.039620)  -0.0027
H (-3.764985, -0.292290, -2.779290)  -0.0001
O (-0.794263, 0.440803, -2.657165)  0.0002
N (0.253676, -0.248590, -3.276089)  -0.0037
C (0.822938, 0.273581, -4.432355)  -0.0004
C (1.670066, -0.511474, -5.196330)  0.0000
C (2.097936, -1.742577, -4.650942)  0.0000
C (1.753275, -2.147050, -3.358787)  -0.0004
C (0.866154, -1.322309, -2.613491)  -0.0079
H (0.421945, 1.258771, -4.706053)  0.0001
H (1.915781, -0.313174, -6.265819)  0.0000
H (2.694142, -2.376301, -5.332275)  -0.0001
H (1.932275, -3.149436, -2.985342)  0.0000
H (0.662047, -1.551272, -1.577848)  -0.0031
C (-5.914559, -1.069145, -0.226881)  0.0045
C (-4.598253, -1.507807, 0.427630)  0.0101
C (-4.960822, -1.878710, 1.872003)  0.0032
C (-4.042439, -2.724146, -0.331239)  0.0760
C (-4.784316, -3.888444, -0.184863)  -0.0071
C (-4.542755, -5.058415, -0.905304)  0.0890
C (-3.318607, -5.132561, -1.657719)  -0.0097
C (-2.483495, -4.058422, -1.848619)  0.0557
C (-1.171017, -4.300684, -2.591859)  0.0074
C (-0.480714, -5.649231, -2.278736)  0.0017
C (-1.284183, -4.254523, -4.079324)  0.0033
C (-2.873620, -2.831564, -1.118378)  0.0060
N (-2.016333, -1.830051, -1.140875)  0.1760
H (-6.064783, 0.001970, -0.219424)  0.0004
H (-6.731162, -1.523090, 0.316153)  0.0000
H (-5.965268, -1.323028, -1.297848)  0.0000
H (-3.880296, -0.689821, 0.543200)  0.0033
H (-5.837785, -2.608911, 1.935358)  0.0001
H (-5.324552, -0.937629, 2.324437)  0.0004
H (-4.158916, -2.296055, 2.526708)  0.0000
H (-5.602549, -3.874943, 0.536545)  -0.0021
H (-5.169964, -5.993981, -0.810832)  0.0056
H (-3.102493, -6.075904, -2.131432)  -0.0023
H (-0.445001, -3.527968, -2.275167)  0.0007
H (-1.023997, -6.553218, -2.625243)  0.0000
H (-0.355063, -5.702034, -1.218143)  0.0000
H (0.491069, -5.714443, -2.732307)  0.0002
H (-1.846883, -5.112561, -4.486585)  0.0001
H (-0.237777, -4.305640, -4.484536)  0.0005
H (-1.831026, -3.397210, -4.468126)  0.0001
C (1.067164, 1.384038, 1.235494)  0.0129
Ge (2.937861, 1.784572, 1.729601)  0.0044
C (2.956560, 3.234157, 3.075787)  0.0031
C (2.436480, 4.464492, 2.706406)  0.0003
C (3.081930, 5.647476, 3.136305)  0.0000
C (4.124964, 5.566267, 4.118067)  0.0003
C (4.282503, 4.364216, 4.761323)  0.0001
C (3.699840, 3.190626, 4.264288)  0.0006
C (3.488018, 2.325601, -0.118293)  -0.0014
C (4.313995, 1.540445, -0.890136)  -0.0007
C (4.573517, 1.920558, -2.213726)  0.0002
C (3.851685, 2.979618, -2.761515)  -0.0007
C (3.092268, 3.830322, -1.972675)  0.0005
C (2.869232, 3.453406, -0.662969)  -0.0001
C (4.309049, 0.452363, 2.409429)  0.0005
C (5.452528, 0.759100, 3.177455)  0.0002
C (6.435867, -0.180635, 3.413250)  0.0000
C (6.224799, -1.515181, 3.002017)  0.0002
C (5.108814, -1.850490, 2.245133)  0.0001
C (4.179833, -0.861202, 1.922547)  0.0013
H (1.569642, 4.541356, 2.050382)  0.0000
H (2.819934, 6.631918, 2.728606)  0.0000
H (4.697607, 6.468577, 4.339450)  0.0000
H (4.900092, 4.287420, 5.667547)  0.0000
H (3.809368, 2.244018, 4.822866)  0.0001
H (4.711595, 0.628215, -0.417552)  0.0000
H (5.310995, 1.384885, -2.777789)  0.0000
H (3.816965, 3.127865, -3.859791)  0.0000
H (2.633320, 4.717310, -2.427715)  0.0000
H (2.153195, 3.999641, -0.036830)  0.0002
H (5.601976, 1.780182, 3.600984)  0.0000
H (7.408877, 0.101200, 3.855368)  0.0000
H (6.930209, -2.312968, 3.225776)  0.0000
H (4.857744, -2.895096, 1.979814)  0.0000
H (3.284058, -1.109450, 1.348111)  0.0005

Cartesian forces (eV/Å) of the 6 atoms listed first:
1.553 3.149 1.399
0.233 0.926 -1.390
-0.132 -0.918 0.559
1.384 1.283 3.409
0.579 0.397 -2.904
0.025 0.942 0.647

molar mass	993.8	u
multiplicity	2
E_HOMO (spin up / spin down)	-4.87 / -4.92	eV
orbital gap (spin up / spin down)	4.09 / 4.14	eV
DFT total energy	-128974.60035	eV
net charge	0
lowest unoccupied orbital energy (spin up / spin down)	-0.029 / -0.029	Eh

C5H13NO | wB97M-V/def2-TZVPD

Each line ends with the Löwdin charge.
Element x y z (Å)
C (-0.964412, -0.088167, -0.304776)  -0.5967
C (0.898761, 0.168054, 0.216718)  -0.3604
C (-1.580541, 1.277967, -0.114946)  -0.0438
C (-1.485750, -1.154351, 0.638932)  -0.0353
C (1.815594, -1.028885, -0.046453)  -0.0736
N (1.438923, 1.439980, -0.209326)  0.0222
O (-0.909942, -0.513683, -1.611235)  -0.0896
H (0.131767, -0.113639, -1.173872)  0.1544
H (0.685598, 0.237554, 1.282853)  0.1245
H (2.074559, 1.844630, 0.469033)  0.0792
H (1.911887, 1.378604, -1.103325)  0.0793
H (-2.600301, 1.233423, -0.510431)  0.0927
H (-2.534221, -1.334264, 0.379169)  0.0944
H (-1.619647, 1.578267, 0.934374)  0.0856
H (-1.025498, 2.023370, -0.684837)  0.0746
H (-0.955330, -2.095147, 0.493714)  0.0778
H (-1.438881, -0.851537, 1.687220)  0.0836
H (1.367903, -1.960312, 0.305199)  0.0712
H (2.016823, -1.142649, -1.116940)  0.0816
H (2.772710, -0.899216, 0.468929)  0.0783

Cartesian forces (eV/Å) of the 6 atoms listed first:
0.919 0.468 2.468
-1.062 0.006 0.700
-0.030 -0.080 -0.134
0.005 0.114 -0.046
-0.352 -0.091 -0.132
-0.144 0.067 -0.187

molar mass	103.2	u
E_HOMO	-8.56	eV
orbital gap	9.34	eV
DFT total energy	-8930.32343	eV
net charge	0
lowest unoccupied orbital energy	0.029	Eh

C3H6N3O | wB97M-V/def2-TZVPD

Each line ends with the Löwdin charge.
Element x y z (Å)
C (0.539682, -1.423729, 0.036780)  -0.0981
C (1.183325, 0.881810, 0.054265)  -0.1243
C (-1.352690, -0.072129, -0.408032)  -0.2749
N (-0.693090, -1.210613, -0.109476)  0.1424
N (1.499317, -0.439771, 0.058940)  0.1038
N (-0.002284, 1.281189, -0.166019)  0.1767
O (-2.375575, 0.285440, 0.313075)  0.1313
H (0.873448, -2.439734, 0.199779)  0.1517
H (2.005594, 1.571896, 0.243367)  0.1613
H (-1.497790, 0.141241, -1.471391)  0.1702
H (2.467405, -0.704344, 0.191962)  0.1669
H (-0.234118, 2.264062, -0.132992)  0.1367
H (-2.413228, -0.135320, 1.189746)  0.1563

Cartesian forces (eV/Å) of the 6 atoms listed first:
-0.091 0.266 0.020
0.205 0.675 0.008
0.844 0.871 -0.725
-0.409 -0.816 0.155
0.364 -0.180 -0.032
-0.778 -0.998 -0.157

molar mass	100.1	u
E_HOMO	-15.09	eV
orbital gap	10.83	eV
DFT total energy	-9718.73015	eV
net charge	+1
lowest unoccupied orbital energy	-0.157	Eh

C19H35ClFN3O12P2SSi | wB97M-V/def2-TZVPD

Each line ends with the Löwdin charge.
Element x y z (Å)
C (-1.067421, 2.482742, 4.631004)  -0.0900
C (-1.451045, 1.354097, 3.624357)  -0.2639
C (-1.145954, 1.833242, 2.173276)  -0.5915
Cl (-2.445982, 3.003033, 1.759666)  0.7664
C (-0.919373, 0.678796, 1.136050)  -0.2441
C (-1.738058, -0.590847, 1.477303)  -0.0594
C (-3.275715, -0.436296, 1.551043)  -0.3774
C (-3.788798, -1.051185, 2.883893)  -0.0369
O (-3.846042, -1.270876, 0.521261)  -0.0537
C (-1.246117, 1.274010, -0.273252)  -0.0130
C (-2.592499, 1.329353, -0.971154)  -0.7648
O (-3.360614, 2.288779, -0.977834)  0.0091
O (-2.766864, 0.273795, -1.571324)  0.0899
N (-0.153941, 1.699899, -0.896790)  0.0017
P (-0.309560, 2.394649, -2.477825)  0.4897
O (0.973813, 2.846339, -3.003848)  -0.2367
O (-1.246324, 3.705216, -2.400115)  -0.0718
O (-0.869669, 1.297336, -3.504760)  -0.0615
C (1.096151, 1.461569, -0.154408)  -0.3374
C (2.285073, 1.084145, -1.057354)  -0.3902
O (2.146247, 0.516514, -2.101757)  0.1702
N (3.646445, 1.373356, -0.599073)  0.1620
C (4.513135, 0.461420, -1.257883)  -0.5046
O (4.600564, -0.697366, -0.992030)  0.1748
F (5.253463, 0.971368, -2.252759)  0.1465
P (1.506156, 3.195781, 0.579942)  0.9297
N (1.994094, 4.244267, -0.684076)  -0.1269
O (2.870082, 3.068764, 1.487283)  -0.2841
C (0.580207, 0.336867, 0.798220)  -0.2963
C (0.851478, -1.055393, 0.136102)  -0.1043
C (0.107400, -1.421224, -1.172200)  -0.2115
O (1.037981, -2.195415, -1.961127)  -0.2190
Si (0.319355, -3.507090, -2.738705)  0.4377
C (-1.413273, -3.185270, -3.396622)  -0.1516
C (1.410113, -3.856943, -4.250062)  -0.1676
C (0.456079, -5.005163, -1.601153)  -0.1548
S (1.526793, 0.100969, 2.380330)  0.7037
C (3.242908, -0.386407, 2.092824)  -0.0920
O (0.918242, -0.957889, 3.152103)  -0.2994
O (1.569657, 1.295005, 3.197494)  -0.3215
H (-1.994144, 2.941294, 4.999179)  0.0697
H (-0.509523, 3.295127, 4.157112)  0.0699
H (-0.567782, 2.077894, 5.513065)  0.0759
H (-0.933879, 0.430955, 3.881314)  0.0897
H (-2.538690, 1.282868, 3.678583)  0.0807
H (-0.270438, 2.468399, 2.293998)  0.0143
H (-1.586703, -1.391277, 0.746912)  0.1164
H (-1.412939, -1.031338, 2.421961)  0.1100
H (-3.666665, 0.570558, 1.370891)  0.1194
H (-4.851773, -0.844283, 3.039746)  0.0838
H (-3.162763, -0.794879, 3.741002)  0.0646
H (-3.693371, -2.138953, 2.761660)  0.0920
H (-4.796987, -1.169401, 0.632978)  0.0949
H (-1.874510, 3.607268, -3.131722)  0.0965
H (-1.216936, 1.785352, -4.264971)  0.1061
H (3.942738, 2.290067, -0.940527)  0.1345
H (1.169799, 4.627223, -1.134076)  0.0281
H (2.592949, 3.802993, -1.375806)  0.0235
H (2.738895, 3.592806, 2.284488)  0.0588
H (1.911025, -1.266945, -0.032601)  0.1161
H (0.525660, -1.794832, 0.878911)  0.1205
H (-0.218062, -0.599910, -1.808322)  0.0962
H (-0.716102, -2.108587, -0.936041)  0.1018
H (-2.112393, -3.290832, -2.550415)  0.0361
H (-1.666403, -3.977722, -4.107775)  0.0379
H (-1.565487, -2.172179, -3.778957)  0.0382
H (1.073775, -3.151065, -5.027436)  0.0285
H (2.462713, -3.613164, -4.073233)  0.0303
H (1.255157, -4.860152, -4.658822)  0.0300
H (1.472912, -5.404167, -1.730227)  0.0327
H (0.409217, -4.703126, -0.545380)  0.0264
H (-0.238157, -5.820628, -1.824164)  0.0315
H (3.886923, 0.222300, 2.727777)  0.0820
H (3.338186, -1.415252, 2.458073)  0.0821
H (3.545575, -0.400359, 1.046783)  0.0252

Cartesian forces (eV/Å) of the 6 atoms listed first:
-0.872 -0.183 -0.041
-0.005 1.153 -0.131
0.391 -0.059 1.575
0.292 -0.125 -0.193
-0.384 -0.041 -1.738
-0.728 -0.153 -0.354

molar mass	674.0	u
E_HOMO	-9.36	eV
orbital gap	8.20	eV
DFT total energy	-101843.02544	eV
net charge	0
lowest unoccupied orbital energy	-0.042	Eh